(1)
A cluster of 11 separate species, C38H68BCl4O32 in total in a non-equilibrium geometry. Source: OMol25; level of theory: ωB97M-V/def2-TZVPD.

```
143
Properties=species:S:1:pos:R:3:forces:R:3
Cl -7.6657 -9.3527 4.2408 0.0 0.0 0.3
Cl -5.5726 0.8769 3.9956 0.1 -0.5 -0.3
Cl -8.6772 -6.5444 4.6068 0.4 -0.5 0.0
Cl -5.3721 2.9052 6.0135 -0.1 0.4 -0.3
O 0.0007 -2.0254 7.9316 -1.7 3.4 -1.6
O 0.5263 0.0734 7.1433 -0.1 -1.7 0.9
O 13.5007 -0.4274 -4.0074 -2.6 0.5 0.3
O 6.0363 2.6614 4.1015 -0.3 -1.2 0.2
O 0.2805 10.4062 -3.3307 1.9 0.0 -1.2
O -8.7940 8.0879 2.5833 -0.1 -1.0 0.0
O -1.8601 -2.5676 -0.3698 -0.1 0.1 1.2
O 11.4339 0.3350 -4.0923 1.9 -1.3 1.3
O -9.5860 -10.7800 -2.3652 0.8 1.4 -1.5
O 2.2492 -1.8893 -10.3889 -0.5 1.1 2.7
O 1.3876 0.4971 -0.8613 -1.0 -0.6 0.5
O 0.8165 8.3226 -3.3278 -1.0 -3.5 1.5
O -8.8596 -8.9608 -3.2199 0.3 -1.9 -0.5
O -0.7787 -2.4435 1.6816 0.5 -0.1 0.8
O -3.2690 -4.3057 0.0931 2.4 2.0 1.2
O 2.5182 -2.1539 -8.2325 -0.2 0.1 -0.7
O 12.6934 0.4463 -5.9905 -0.3 -0.7 1.6
O -7.4222 8.5383 0.9117 0.2 -1.1 1.7
O 3.2943 -3.7749 -9.6849 -0.5 0.8 0.5
O 2.0384 9.6236 -4.6539 -2.3 0.3 1.5
O 3.2577 -6.6539 5.0878 -0.3 -0.9 -3.3
O -1.5204 -0.3760 0.8182 -0.2 0.8 -0.3
O -1.6295 -0.4524 7.3527 0.5 -0.6 -0.6
O -6.6475 7.5405 2.7660 -0.5 -0.7 2.3
O 0.3100 -1.3933 -0.2637 -0.5 0.2 0.2
O 3.8911 -6.2884 2.9149 -0.4 -0.5 -0.3
O -10.4087 -8.8175 -1.5207 1.1 -0.5 -1.5
O -0.8315 1.8057 0.6594 0.0 -2.3 -0.4
O 5.9827 4.0300 2.4468 -0.4 -1.1 1.1
O 2.9011 -8.2520 3.4665 0.1 2.6 2.4
O 6.8326 4.7867 4.4871 -1.7 -2.9 -2.6
O -1.7969 -4.1429 2.8385 0.4 2.1 -3.1
C 5.9982 5.2515 1.7778 1.5 2.6 -1.0
C -8.8304 7.1974 4.9168 0.7 -0.1 -1.0
C 4.9347 -4.3065 1.8796 -1.3 -1.4 0.6
C -9.2542 7.0118 3.4132 0.1 0.2 2.4
C 3.2921 -6.9894 3.8972 1.2 -0.3 2.1
C 4.8258 6.1952 2.0174 -0.3 -1.6 0.3
C 4.4720 -4.9971 3.2168 0.6 0.6 -0.3
C -0.3950 -0.9375 7.4796 2.9 0.0 0.8
C 2.7437 -2.7214 -9.4441 0.1 -0.6 -0.1
C 14.8194 -0.7437 -4.3616 0.7 0.4 0.0
C -1.6395 -3.4227 1.8348 -0.5 -1.6 1.5
C -10.2335 -11.5578 -1.4411 -1.3 -1.2 2.1
C 6.5088 2.2312 5.3805 1.2 0.9 1.1
C 6.3232 3.8935 3.7486 1.4 3.5 1.3
C -2.6587 -1.3397 7.7295 -1.0 -0.5 0.9
C -1.5788 11.4365 -2.3395 0.8 0.6 -0.2
C 1.0000 -1.4135 -12.4232 0.6 -0.2 0.7
C 0.1971 1.3058 6.4579 -1.3 -0.1 0.8
C 2.0494 -2.2581 -11.7047 0.5 -1.6 -1.5
C -9.7056 -9.4199 -2.3154 -0.7 -0.7 1.6
C -7.5789 8.0102 2.0104 -1.2 3.0 -3.1
C 10.2710 0.8656 -4.6494 0.0 0.1 -2.2
C 9.2695 1.1229 -3.5911 -0.4 0.8 0.2
C 0.4668 -0.0832 -0.3293 1.1 1.2 -0.5
C 1.3817 7.0694 -3.7580 -0.3 -0.3 -0.7
C -5.4748 2.6073 4.2522 0.0 -0.2 0.3
C -7.6370 -7.6834 3.6941 -0.2 0.5 -0.9
C -0.7225 0.6074 0.4330 0.4 1.4 0.2
C -2.3845 -3.5106 0.4437 -1.8 -1.4 -1.5
C 2.8015 -2.8323 -6.9791 0.4 0.0 -0.8
C -0.8825 10.0860 -2.5782 -1.4 1.2 -0.5
C 1.1096 9.4358 -3.8649 1.7 2.5 -1.2
C -5.3140 7.6672 2.4340 1.8 -1.2 -2.1
C 12.5282 0.1233 -4.8241 1.7 0.6 -0.9
C -8.7025 -7.6113 -3.3899 -0.9 2.8 0.4
C -11.5761 -12.1573 -1.8482 -0.3 -0.4 -0.1
C 2.9260 -8.5993 2.1304 0.3 -1.2 -1.1
C -0.2496 2.4359 7.4731 1.2 -0.8 -0.2
B -0.9487 -1.6599 0.4329 -0.6 -1.9 0.1
H -6.3979 3.0087 3.8341 0.3 0.3 0.3
H 2.3958 -9.5514 2.1094 -0.5 0.2 -0.3
H 9.6028 2.0067 -3.0471 -0.1 -0.2 0.5
H -4.5610 2.9915 3.7989 -0.3 0.0 0.0
H 4.8904 6.5221 3.0552 -0.4 0.2 -0.1
H 15.4828 0.1099 -4.2224 -0.2 0.5 -0.7
H 5.3421 -5.1401 3.8576 -0.1 -0.2 0.2
H 4.7343 7.0220 1.3130 0.5 -0.1 0.1
H 4.1682 -4.5935 1.1597 -0.1 0.4 -0.2
H -11.9828 -12.6922 -0.9899 0.0 0.2 0.3
H 6.1462 5.0745 0.7125 -0.5 -0.7 0.0
H 6.8974 5.8303 1.9891 0.4 -0.3 0.6
H -10.3394 7.0962 3.4708 0.0 -0.1 -0.8
H 14.9003 -1.1855 -5.3548 0.1 0.0 0.1
H 3.6846 -3.4556 -7.1193 -0.2 -0.2 0.1
H 2.3101 6.7976 -3.2557 0.1 0.6 -0.1
H -2.3903 -1.7832 8.6884 -0.2 0.1 0.1
H 5.8505 -4.7389 1.4765 0.2 0.2 0.4
H 6.3160 3.0144 6.1137 -0.1 0.0 0.0
H -10.3174 -11.0521 -0.4792 -0.3 0.5 -0.1
H -9.6243 -12.4189 -1.1664 0.6 0.1 -0.5
H -0.8760 12.0522 -1.7782 -0.2 0.0 0.5
H 1.7033 -3.2895 -11.7722 -0.1 -0.2 0.3
H 0.8511 -1.8522 -13.4099 0.0 0.2 0.0
H 0.6776 6.2651 -3.5447 -0.3 0.4 0.4
H 3.0210 -2.0706 -6.2309 -0.1 0.1 -0.3
H 1.1014 1.6036 5.9273 -0.1 -0.1 0.1
H -9.3722 6.5587 5.6145 -0.4 0.2 -0.3
H 0.6103 2.6621 8.1035 0.3 -0.5 0.2
H 3.9276 -8.9068 1.8296 0.3 0.6 -0.2
H 1.4626 7.0636 -4.8450 0.5 0.2 0.1
H 4.9772 -3.2199 1.9530 0.1 -0.2 0.1
H 9.9170 0.1906 -5.4285 -0.2 -0.3 0.1
H 2.4955 -7.8533 1.4624 0.0 -0.1 0.1
H 10.5579 1.7572 -5.2070 -0.2 0.3 0.1
H -4.8706 8.6575 2.3300 -0.5 0.3 0.9
H 9.0891 0.2709 -2.9357 0.1 0.1 0.0
H 0.0742 -1.5270 -11.8593 -0.1 0.3 -0.1
H 1.2847 -0.3643 -12.5026 -0.1 0.0 0.0
H 8.3360 1.4143 -4.0725 -0.1 -0.1 0.0
H -0.5512 0.9604 5.7445 -0.2 0.9 -0.2
H -1.5390 9.5113 -3.2315 0.1 -0.6 0.5
H -8.0338 -7.6940 2.6789 0.0 0.1 0.2
H -8.9427 6.0311 3.0535 -0.1 0.1 -0.3
H -5.1683 7.2935 1.4205 -0.1 -0.2 -0.2
H -12.3583 -11.4857 -2.2020 0.3 0.3 0.1
H -0.6961 9.6764 -1.5855 0.3 -0.6 -0.4
H 3.7310 -4.4313 3.7815 0.1 0.2 -0.2
H -8.9547 8.2566 5.1421 -0.1 -0.1 0.3
H -4.7696 6.9563 3.0555 0.1 0.6 0.3
H -1.6967 12.0429 -3.2375 -0.2 -0.5 -0.4
H 1.9225 -3.3829 -6.6440 0.1 -0.2 -0.2
H -0.4029 3.4407 7.0794 -0.7 -0.3 -0.7
H -7.9111 -7.2911 -4.0676 0.3 -0.9 0.2
H 3.9640 5.5468 1.8590 -0.5 0.3 0.3
H -11.4775 -12.9678 -2.5703 0.3 0.2 -0.4
H -2.8833 -2.1799 7.0725 0.6 0.2 -0.5
H -9.6024 -7.1798 -3.8281 -0.3 0.0 0.1
H -6.6142 -7.3090 3.6532 -0.2 -0.1 0.4
H 3.0401 -2.3059 -12.1567 0.0 0.4 -0.6
H -1.0363 2.1178 8.1572 -0.2 0.0 -0.4
H 6.1698 1.2829 5.7978 -0.9 0.1 -1.1
H -8.5764 -7.1409 -2.4147 0.2 0.2 -0.1
H -3.5634 -0.7348 7.7921 0.1 0.0 0.2
H -2.5514 11.3963 -1.8490 0.2 -0.3 0.2
H 7.5916 2.1086 5.3577 0.1 0.2 -0.3
H 15.2081 -1.3720 -3.5603 -0.5 -0.7 -0.3
H -7.7855 6.9342 5.0811 0.1 0.2 -0.2
```
Positions in Å, forces in eV/Å.

HOMO ... -7.400 eV
LUMO level ... 1.491 eV
Electronic energy ... -156799.347 eV
Total charge ... -1

Mulliken atomic charge list, values in e, 2 entries:
1. Cl -0.1466
2. Cl -0.1327

(2)
A structure of composition C19H46AsBaBr3F6O12P3 in a non-equilibrium geometry. Source: OMol25; level of theory: ωB97M-V/def2-TZVPD.

```
91
Properties=species:S:1:pos:R:3:forces:R:3
Ba 0.9723 -2.3164 -1.3775 0.0 0.3 2.1
Br -3.0548 -6.1641 -3.0085 0.1 0.0 0.2
Br -3.3436 -7.4924 -0.0989 0.0 0.0 -0.1
Br -5.4038 -5.3002 -1.0861 0.1 0.2 0.1
As -2.2331 -2.2774 0.7547 -0.2 0.0 -0.2
P 2.3148 -4.0058 2.1651 -0.3 0.1 1.2
P -4.0392 5.2614 -2.0339 -0.7 -0.3 -0.7
P 3.3732 0.6828 0.3227 0.0 1.2 1.0
F -3.2842 -1.0288 0.2863 0.3 0.7 -0.3
F -1.1507 -3.6115 1.0454 0.2 -0.1 0.2
F -2.1603 -1.6905 2.3464 0.2 -0.1 0.5
F -2.0916 -2.7455 -0.9553 0.3 -0.1 -0.3
F -0.7521 -1.3340 0.4343 0.6 0.5 -0.6
F -3.5506 -3.2676 1.0569 -0.6 -0.9 0.0
O 1.6758 -5.3991 2.4676 -1.0 -0.3 -0.2
O 4.8644 0.7333 0.7589 0.7 -0.2 0.3
O 3.2068 1.7453 -0.8184 0.0 -0.2 -0.2
O -3.1312 4.0568 -2.5025 0.7 0.1 -0.1
O 3.8263 -4.3105 2.3014 0.7 0.4 -0.4
O 2.0611 -3.1697 3.4465 0.3 0.9 0.4
O 1.8895 -3.2999 0.9330 -0.3 -0.3 -1.5
O 2.8602 -0.6453 -0.0650 -0.6 -0.8 -1.0
O 2.7022 1.3332 1.5948 -0.3 -0.8 -0.4
O -3.2132 6.4641 -2.5830 0.4 0.1 -0.2
O -5.2610 5.2478 -3.0653 0.2 -0.3 -0.2
O -4.4275 5.2549 -0.6274 -0.1 0.0 0.3
C 0.7578 -7.4219 1.6048 0.0 -0.4 -0.2
C -3.5130 7.8042 -2.1694 0.3 0.9 -0.3
C -7.5412 4.8778 -3.6979 -1.1 1.0 -0.1
C 3.6926 3.9352 -1.6742 0.2 -0.2 0.6
C 5.2868 -5.7580 1.0394 -1.1 0.3 -0.3
C -6.4090 4.4352 -2.8166 -0.7 -0.2 0.9
C -0.0601 -3.3127 4.6194 0.5 0.6 1.1
C -2.1897 2.0251 -1.5675 0.8 -0.1 -1.2
C -3.5944 -5.8972 -1.1578 0.2 -0.4 -0.2
C 0.5290 -5.9464 1.7483 0.8 -0.2 -0.9
C 0.2687 1.5801 1.2732 0.0 0.3 0.5
C 3.1210 3.1649 -0.5077 -1.0 0.4 -0.3
C 1.3835 0.8604 2.0024 -0.3 0.5 0.4
C 6.6631 0.7360 -0.9160 0.5 0.3 -0.7
C 5.8927 -0.0585 0.1168 -0.6 -0.5 -0.7
C 0.8023 -2.5163 3.6846 -1.2 -0.3 -1.0
C 4.7028 -4.3610 1.1719 1.4 0.1 -0.2
C -2.4054 8.3522 -1.2773 -1.4 -0.1 0.5
C -3.3989 2.7062 -2.1604 -0.7 -0.5 0.3
H 1.3572 1.1092 3.0604 -0.1 -0.2 0.0
H 5.5378 -3.6666 1.3138 -0.2 0.1 0.5
H -4.2195 2.6313 -1.4396 0.1 0.3 0.1
H -6.6508 4.5659 -1.7578 -0.3 0.2 -0.1
H -1.7862 2.6010 -0.7383 -0.3 -0.4 0.4
H -3.5413 8.4655 -3.0399 0.0 -0.6 -0.4
H 5.8022 -5.8140 0.0820 0.3 -0.2 0.2
H -6.2693 3.3512 -2.9033 0.7 0.1 -0.4
H 0.8874 -7.8656 2.5911 -0.1 -0.1 0.0
H 0.4727 -3.5009 5.5553 0.1 -0.1 -0.1
H 1.2964 -0.2159 1.8706 0.2 -0.1 0.1
H 0.5622 -5.4254 0.7925 -0.5 -0.2 -0.2
H -0.4482 -5.7885 2.1991 0.3 0.5 0.5
H 5.9184 -5.9933 1.8889 0.2 0.0 -0.1
H 4.2548 -3.9766 0.2526 -0.6 -0.4 0.1
H 6.1919 1.6911 -1.1492 0.0 0.1 0.4
H -2.6014 9.4228 -1.1872 0.4 0.1 -0.1
H 0.2401 -2.4286 2.7492 0.3 -0.1 -0.2
H -7.5282 4.5778 -4.7443 0.5 -0.2 0.1
H 3.5474 3.4254 0.4594 0.5 -0.3 -0.1
H 1.6261 -7.6858 0.9999 0.1 0.3 0.1
H -0.1013 -7.8710 1.1023 -0.1 0.0 0.2
H -3.7532 2.1901 -3.0563 0.2 0.0 -0.1
H 7.7059 0.8964 -0.6463 -0.1 0.2 0.2
H 0.9278 -1.4810 3.9906 0.6 -0.2 0.4
H 0.4573 2.6554 1.2622 0.2 -0.1 -0.3
H -1.4277 8.1521 -1.7003 0.1 0.0 0.0
H 4.4413 -6.4496 1.0253 0.2 -0.2 -0.1
H 3.3392 4.9632 -1.6255 0.1 0.1 -0.1
H 2.0564 3.3820 -0.3871 0.0 -0.1 -0.2
H -2.4174 0.9701 -1.4064 -0.2 0.2 0.8
H -2.8894 -5.1855 -0.7562 -0.3 0.3 0.1
H -0.8751 -2.6462 4.9072 -0.4 -0.4 -0.2
H 6.7143 0.2538 -1.8964 -0.2 -0.4 0.2
H -4.5223 7.8593 -1.7616 0.2 -0.1 0.5
H -0.3753 -4.2675 4.2139 -0.3 0.1 -0.1
H 5.3771 -0.8813 -0.3865 0.1 -0.1 0.2
H -8.5240 4.5898 -3.3130 0.2 -0.5 0.2
H -1.3715 1.9545 -2.3008 -0.1 0.4 -0.1
H -7.6327 5.9692 -3.6773 0.4 0.0 -0.1
H 3.3731 3.4748 -2.6055 0.0 0.1 -0.1
H 0.1081 1.1802 0.2741 -0.1 0.2 -0.1
H -0.6541 1.5132 1.8529 -0.1 -0.4 -0.2
H 6.5088 -0.4921 0.8970 0.0 0.2 0.1
H 4.7795 3.9147 -1.5980 0.0 0.1 -0.3
H -2.5330 7.9494 -0.2714 0.4 -0.2 0.0
```
Positions in Å, forces in eV/Å.

HOMO ... -11.896 eV
LUMO level ... -4.079 eV
Electronic energy ... -360859.002 eV
Total charge ... +1

Mulliken atomic charge list, values in e, 2 entries:
1. Ba 1.8653
2. Br -0.0627

> Look up the LUMO level of the second one.

-4.079 eV